Below is the ion C21H25N2O5 with charge +1 at a distorted geometry, with properties calculated with ωB97M-V/def2-TZVPD.

Cartesian coordinates (Å):
1 C 4.5717 1.4130 3.4965
2 H 5.0165 0.5239 3.3961
3 H 4.8086 2.0032 4.2452
4 O 3.1607 1.3583 3.5115
5 C 2.4980 0.8593 2.5906
6 C 3.2373 0.1470 1.5168
7 C 2.5051 -0.6347 0.6325
8 C 1.2081 -0.5974 0.5449
9 C 0.5856 -0.0996 1.6854
10 C 1.1735 0.5141 2.6837
11 H 0.9281 0.7769 3.4813
12 C -0.7772 -0.3747 1.7845
13 O -1.5716 -1.3054 1.4909
14 N -1.6831 0.4640 2.3604
15 C -1.4854 2.0623 2.1491
16 H -1.7082 2.4119 3.1848
17 C -2.5564 2.3911 1.1169
18 N -2.8391 1.1275 0.3468
19 H -1.9774 0.6143 0.0091
20 C -3.7180 0.2572 1.1088
21 C -3.0860 0.3128 2.4931
22 H -3.4612 0.7311 3.2725
23 H -3.1761 -0.8963 2.7791
24 H -3.8151 -0.7673 0.6713
25 H -4.5814 1.0552 0.9327
26 C -3.3198 1.3657 -1.2322
27 C -2.5608 0.5126 -1.8840
28 C -2.8811 -0.7456 -2.6867
29 C -2.1270 -1.7200 -3.0950
30 C -0.8707 -1.4086 -3.2716
31 C -0.2111 -0.1555 -2.8751
32 C -1.0431 0.8761 -2.1253
33 H -0.6445 1.6215 -1.7730
34 O 0.9942 -0.0528 -2.9132
35 C 1.3613 -1.3151 -3.5877
36 O 0.2746 -2.1783 -4.0220
37 H 1.8615 -0.9720 -4.7014
38 H 2.0410 -2.1709 -2.9403
39 H -2.5184 -2.5714 -3.6364
40 H -3.8546 -1.0429 -2.4294
41 H -3.2413 2.2828 -1.3836
42 H -4.2116 0.9186 -1.1288
43 H -1.8398 3.0697 0.4485
44 H -3.3738 2.9192 1.5094
45 H -0.3227 2.1540 1.9191
46 H 0.4519 -1.2506 -0.2083
47 O 2.9375 -1.0807 -0.6479
48 C 4.2668 -0.9523 -0.8707
49 H 5.0859 -1.3687 -0.2225
50 H 4.7979 -1.5162 -1.7919
51 H 4.7834 0.1226 -1.0644
52 H 4.3334 0.3222 1.2315
53 H 4.8396 2.1494 2.4474

- SMILES string = COc1cc(OC)cc(C(=O)N2CC[NH+](Cc3ccc4c(c3)OCO4)CC2)c1
- orbital gap (eV) = 7.86
- LUMO (eV) = -3.066
- charge = +1



Below is a structure of composition C55H72GeKN6O4, with properties calculated with ωB97M-V/def2-TZVPD.

Cartesian coordinates (Å):
1 K -0.2112 -0.0495 0.5307
2 C 2.9606 1.8349 -0.3756
3 N 1.8071 2.0902 0.4693
4 C 1.0394 3.2514 -0.0035
5 C 0.4294 3.2132 -1.4108
6 C -1.0417 2.7853 -1.5048
7 N -1.1890 1.3505 -1.5852
8 C -1.9212 0.9066 -2.5391
9 C -2.2030 -0.4480 -2.9474
10 C -2.8354 -0.5823 -4.1991
11 C -3.1033 -1.7978 -4.7772
12 C -2.7277 -2.9608 -4.0691
13 C -2.1351 -2.8881 -2.8430
14 C -1.8552 -1.6313 -2.1816
15 O -1.3572 -1.6038 -1.0360
16 C 2.2271 2.4164 1.8359
17 C 3.0968 1.4006 2.5735
18 C 2.5042 -0.0005 2.7523
19 N 1.0950 0.0844 3.0570
20 C 0.7322 0.0399 4.2633
21 C -0.6595 0.1340 4.7328
22 C -0.9220 -0.3097 6.0271
23 C -2.2034 -0.3232 6.5497
24 C -3.2627 0.1077 5.7667
25 C -3.0331 0.5647 4.4796
26 C -1.7446 0.5828 3.9837
27 O -1.5145 1.0622 2.6845
28 H 3.6619 2.6911 -0.3840
29 H 2.6513 1.6299 -1.3984
30 H 3.4938 0.9533 -0.0196
31 H 1.6902 4.1435 0.0700
32 H 0.2340 3.4122 0.7211
33 H 1.0125 2.5785 -2.0794
34 H 0.5051 4.2289 -1.8097
35 H -1.5129 3.2888 -2.3661
36 H -1.5639 3.1665 -0.6131
37 H -2.3955 1.6516 -3.2065
38 H -3.1089 0.3286 -4.7278
39 H -3.5866 -1.8645 -5.7435
40 H -2.9219 -3.9353 -4.5080
41 H -1.8631 -3.7818 -2.2923
42 H 1.3251 2.5895 2.4250
43 H 2.7880 3.3707 1.8209
44 H 3.2586 1.8338 3.5660
45 H 4.0827 1.3114 2.1100
46 H 3.0671 -0.5362 3.5301
47 H 2.6090 -0.5614 1.8204
48 H 1.4637 -0.1321 5.0685
49 H -0.0923 -0.6716 6.6238
50 H -2.3772 -0.6976 7.5494
51 H -4.2758 0.0639 6.1455
52 H -3.8517 0.8617 3.8377
53 C 5.2886 0.6098 -5.7450
54 C 5.3049 0.6877 -4.2127
55 C 6.4673 -0.1598 -3.6967
56 C 5.5284 2.1419 -3.7750
57 C 3.9622 0.2151 -3.6660
58 C 2.7802 0.8495 -4.0515
59 C 1.5762 0.4464 -3.5008
60 N 1.4691 -0.5195 -2.5935
61 C 2.5822 -1.1482 -2.2407
62 C 3.8394 -0.8216 -2.7538
63 C 2.4374 -2.2398 -1.2359
64 C 3.0354 -3.4780 -1.4587
65 C 2.8717 -4.5028 -0.5344
66 C 2.0996 -4.2078 0.5870
67 C 1.5531 -2.9452 0.7318
68 N 1.7118 -1.9672 -0.1590
69 C 3.4721 -5.8915 -0.7166
70 C 4.3148 -5.9940 -1.9874
71 C 2.3330 -6.9165 -0.7969
72 C 4.3656 -6.2160 0.4888
73 H 6.2436 0.9567 -6.1474
74 H 4.4985 1.2282 -6.1715
75 H 5.1276 -0.4173 -6.0779
76 H 7.4026 0.2092 -4.1225
77 H 6.3578 -1.2076 -3.9834
78 H 6.5520 -0.1075 -2.6095
79 H 6.4860 2.5078 -4.1540
80 H 5.5359 2.2187 -2.6856
81 H 4.7406 2.7957 -4.1514
82 H 2.7875 1.6614 -4.7684
83 H 0.6442 0.9267 -3.7839
84 H 4.7028 -1.3632 -2.3923
85 H 3.5959 -3.6249 -2.3718
86 H 1.8950 -4.9489 1.3497
87 H 0.9383 -2.7078 1.5989
88 H 3.7163 -5.8133 -2.8823
89 H 4.7326 -7.0000 -2.0629
90 H 5.1458 -5.2848 -1.9778
91 H 1.6721 -6.6993 -1.6380
92 H 1.7262 -6.9095 0.1084
93 H 2.7418 -7.9219 -0.9270
94 H 5.1836 -5.4967 0.5701
95 H 4.7944 -7.2150 0.3774
96 H 3.8021 -6.1925 1.4217
97 C -2.5841 -3.8702 6.5929
98 C -1.1041 -4.2339 6.5404
99 C -0.6419 -4.8135 5.1965
100 C -0.2349 -3.7709 4.1423
101 Ge -1.5377 -2.7702 2.8811
102 C -1.8131 -4.2456 1.5110
103 C -2.2009 -5.6357 1.9988
104 C -2.4968 -6.6442 0.8817
105 C -1.2617 -6.9974 0.0594
106 H -2.8375 -3.1405 5.8264
107 H -3.1987 -4.7554 6.4093
108 H -2.8598 -3.4679 7.5735
109 H -0.8952 -4.9575 7.3370
110 H -0.4985 -3.3471 6.7681
111 H -1.4378 -5.4541 4.8058
112 H 0.2091 -5.4787 5.4040
113 H 0.4350 -4.2629 3.4207
114 H 0.3960 -3.0193 4.6423
115 H -2.9099 -3.0226 3.6660
116 H -0.8991 -4.2929 0.9063
117 H -2.5830 -3.8649 0.8293
118 H -3.0826 -5.5497 2.6437
119 H -1.4034 -6.0487 2.6295
120 H -3.2648 -6.2249 0.2231
121 H -2.9157 -7.5627 1.3108
122 H -0.8415 -6.1089 -0.4153
123 H -1.4849 -7.7249 -0.7255
124 H -0.4887 -7.4280 0.7041
125 O -3.9063 1.4235 1.1690
126 C -3.2691 2.3330 1.6003
127 N -2.1483 2.2478 2.4436
128 C -1.5907 3.4761 2.7904
129 O -0.6176 3.6510 3.4685
130 C -2.5017 4.4767 2.1558
131 C -2.4486 5.8526 2.1880
132 C -3.4221 6.5456 1.4714
133 C -4.4061 5.8682 0.7551
134 C -4.4492 4.4752 0.7326
135 C -3.4803 3.8052 1.4445
136 H -1.6745 6.3646 2.7439
137 H -3.4131 7.6277 1.4678
138 H -5.1464 6.4343 0.2049
139 H -5.2012 3.9321 0.1759

- orbital gap (eV) = 3.91
- LUMO (eV) = 1.326
- energy above the lowest of the compared OMol25 structures with the same formula, charge and spin (eV) = 4.589
- charge = -1



Below is a cluster of 2 separate species, CH4O2S in total at a distorted geometry, with properties calculated with ωB97M-V/def2-TZVPD.

Cartesian coordinates (Å):
1 C 1.4099 -0.8490 -1.0098
2 O -1.3649 1.8723 1.0800
3 O -3.2577 1.5492 2.5783
4 S -2.5546 1.1362 1.4105
5 H 0.4957 -0.4497 -1.4210
6 H 1.5375 -0.6240 0.0697
7 H 2.2937 -0.6493 -1.6573
8 H 1.4404 -1.9857 -1.0504

- orbital gap (eV) = 10.91
- LUMO (eV) = -1.187
- energy above the lowest of the compared OMol25 structures with the same formula, charge and spin (eV) = 0.682



Below is the molecule C25H22N2O6S at a distorted geometry, with properties calculated with ωB97M-V/def2-TZVPD.

Cartesian coordinates (Å):
1 C 7.3203 -1.6029 1.0492
2 H 8.2488 -1.0247 0.9815
3 H 7.5205 -2.6392 0.7838
4 H 6.9311 -1.5611 2.0701
5 O 6.3617 -1.1553 0.1204
6 C 5.8193 0.0698 0.2892
7 C 6.3044 1.0520 1.1454
8 C 5.7175 2.3071 1.1775
9 C 4.6442 2.6035 0.3599
10 C 4.1280 1.6239 -0.4737
11 C 4.6958 0.3613 -0.5075
12 N 4.1697 -0.6993 -1.2721
13 S 3.2473 -1.7786 -0.3858
14 O 2.9915 -2.9182 -1.2128
15 O 3.8341 -1.9644 0.9037
16 C 1.7227 -0.8493 -0.1739
17 C 1.6436 0.0550 0.8699
18 C 0.5261 0.8612 0.9793
19 C -0.4970 0.7640 0.0367
20 C -0.4072 -0.1552 -1.0070
21 C 0.7119 -0.9622 -1.1113
22 H 0.8109 -1.6943 -1.8973
23 H -1.2107 -0.2300 -1.7225
24 C -1.6782 1.6526 0.1907
25 O -1.8875 2.3260 1.1731
26 O -2.4773 1.6145 -0.8749
27 C -3.6456 2.4289 -0.8834
28 H -3.6887 3.0220 0.0368
29 H -3.5792 3.0888 -1.7531
30 C -4.9084 1.5614 -1.0302
31 O -5.6241 1.7041 -1.9986
32 C -5.1544 0.6086 0.0285
33 C -4.5555 0.5291 1.2707
34 N -5.0837 -0.4973 1.9726
35 C -6.0435 -1.1279 1.2199
36 C -6.8447 -2.2219 1.5150
37 C -7.7364 -2.6316 0.5454
38 C -7.8273 -1.9732 -0.6831
39 C -7.0318 -0.8876 -0.9808
40 C -6.1265 -0.4539 -0.0168
41 H -7.1010 -0.3742 -1.9261
42 H -8.5405 -2.3275 -1.4123
43 H -8.3779 -3.4783 0.7384
44 H -6.7714 -2.7301 2.4650
45 H -4.8233 -0.7522 2.9114
46 H -3.8064 1.1589 1.7116
47 H 0.4271 1.5764 1.7816
48 H 2.4519 0.1011 1.5821
49 C 3.6997 -0.4605 -2.6128
50 H 3.4637 -1.4341 -3.0370
51 H 2.8061 0.1744 -2.6540
52 H 4.4968 0.0047 -3.1915
53 H 3.2727 1.8419 -1.0956
54 H 4.1967 3.5851 0.3777
55 H 6.1134 3.0582 1.8444
56 H 7.1506 0.8504 1.7827

- SMILES string = COc1ccccc1N(C)S(=O)(=O)c1ccc(C(=O)OCC(=O)c2c[nH]c3ccccc23)cc1
- orbital gap (eV) = 8.24
- LUMO (eV) = -0.204
- energy above the lowest of the compared OMol25 structures with the same formula, charge and spin (eV) = 1.670



Below is the molecule C2H2OS2 at a distorted geometry, with properties calculated with ωB97M-V/def2-TZVPD.

Cartesian coordinates (Å):
1 C -0.2771 0.0398 -0.0144
2 C 0.6254 -1.2093 0.2741
3 H -0.4604 2.0423 0.0682
4 H -0.0938 -2.1199 0.6538
5 O 1.9069 -1.2559 -0.2234
6 S 0.8248 1.3114 0.0353
7 S -1.8742 -0.2400 -0.0661

- SMILES string = O=CC(=S)S
- orbital gap (eV) = 7.90
- LUMO (eV) = -1.657
- energy above the lowest of the compared OMol25 structures with the same formula, charge and spin (eV) = 2.467



Below is the molecule C2HClF2S at a distorted geometry, with properties calculated with ωB97M-V/def2-TZVPD.

Cartesian coordinates (Å):
1 C 0.3945 -0.3822 0.2717
2 C -0.5128 0.6676 -0.2402
3 H -1.6143 0.6871 -0.0870
4 F 0.0816 -1.5649 -0.2627
5 F 1.6306 -0.2227 -0.1120
6 S -0.1533 1.3858 -1.6476
7 Cl 0.1737 -0.5708 2.0778

- SMILES string = FC(F)(Cl)C=S
- orbital gap (eV) = 8.22
- LUMO (eV) = -1.465
- energy above the lowest of the compared OMol25 structures with the same formula, charge and spin (eV) = 0.573



Below is a structure of composition C29H26I2N3OSSiTi, with properties calculated with ωB97M-V/def2-TZVPD.

Cartesian coordinates (Å):
1 Ti 0.6206 0.3576 0.0290
2 N 2.0702 0.6025 1.7082
3 C 3.1311 1.3493 1.0781
4 C 4.3720 0.7517 0.9138
5 C 5.3816 1.4156 0.2379
6 C 5.1432 2.6868 -0.2644
7 C 3.9010 3.2743 -0.0920
8 C 2.8628 2.6231 0.5732
9 C 1.5158 3.2464 0.6888
10 C 1.4260 4.6089 0.9872
11 C 0.1916 5.2292 1.0580
12 C -0.9615 4.4903 0.8287
13 C -0.8661 3.1367 0.5373
14 C 0.3624 2.4691 0.4590
15 H 2.4352 -0.2057 2.1977
16 H 1.5435 1.1861 2.3545
17 H 4.5410 -0.2428 1.3135
18 H 6.3446 0.9414 0.1032
19 H 5.9182 3.2137 -0.8050
20 H 3.7081 4.2517 -0.5159
21 H 2.3268 5.1814 1.1799
22 H 0.1281 6.2835 1.2970
23 H -1.9323 4.9689 0.8837
24 H -1.7832 2.5787 0.3709
25 C -4.4697 0.0163 2.9533
26 Si -4.4572 -1.2501 1.5792
27 C -6.2112 -1.4909 0.9613
28 C -3.8042 -2.9019 2.1680
29 C -3.4321 -0.6205 0.1223
30 C -4.0133 -0.3891 -1.1176
31 C -3.2749 0.0901 -2.1988
32 C -1.9345 0.3300 -2.0108
33 N -1.3446 0.1056 -0.8337
34 C -2.0524 -0.3501 0.2173
35 S -1.0898 -0.5321 1.6670
36 H -5.0779 -0.3363 3.7900
37 H -4.8954 0.9596 2.6041
38 H -3.4623 0.2142 3.3191
39 H -6.8321 -1.8622 1.7800
40 H -6.2678 -2.2215 0.1513
41 H -6.6575 -0.5575 0.6115
42 H -4.4413 -3.2979 2.9625
43 H -2.7892 -2.8099 2.5544
44 H -3.7969 -3.6281 1.3519
45 H -5.0710 -0.5804 -1.2563
46 H -3.7347 0.2753 -3.1589
47 H -1.2950 0.7110 -2.7977
48 I 3.5862 1.0829 -4.0576
49 C 3.0527 -0.7290 -3.2013
50 C 3.5292 -1.9380 -3.7506
51 C 3.2055 -3.1478 -3.2058
52 I 3.9517 -4.8790 -4.0999
53 C 2.3765 -3.2130 -2.0532
54 C 1.9674 -4.3926 -1.3952
55 C 1.1644 -4.3094 -0.2922
56 C 0.7623 -3.0487 0.1781
57 N 1.1252 -1.9286 -0.4033
58 C 1.9138 -1.9978 -1.5102
59 C 2.2395 -0.7330 -2.0928
60 O 1.7435 0.3469 -1.5299
61 H 4.1623 -1.8886 -4.6260
62 H 2.2929 -5.3517 -1.7758
63 H 0.8307 -5.1959 0.2285
64 H 0.1202 -2.9492 1.0457

- spin multiplicity = 2
- orbital gap (spin up / spin down) (eV) = 7.12 / 7.58
- LUMO (spin up / spin down) (eV) = -0.370 / -0.389
- energy above the lowest of the compared OMol25 structures with the same formula, charge and spin (eV) = 0.113



Below is a structure of composition C21H34N9O2Y at a distorted geometry, with properties calculated with ωB97M-V/def2-TZVPD.

Cartesian coordinates (Å):
1 Y -0.9152 0.0348 0.5405
2 N -3.4791 0.1515 1.0689
3 C -3.9660 -1.2136 1.3882
4 C -3.1835 -1.7700 2.5611
5 N -1.7157 -1.8540 2.3429
6 C -1.0031 -1.6792 3.6349
7 C 0.4460 -1.2950 3.4507
8 N 0.5314 0.0205 2.7680
9 C -1.3391 -3.1843 1.7932
10 C -1.7018 -3.3878 0.3386
11 N -1.1281 -2.2985 -0.4819
12 H -3.9679 0.4871 0.2459
13 H -3.7552 0.7817 1.8159
14 H -5.0250 -1.2222 1.6437
15 H -3.8511 -1.8186 0.4936
16 H -3.3562 -1.1052 3.4088
17 H -3.5873 -2.7454 2.8474
18 H -1.5000 -0.8854 4.1955
19 H -1.0702 -2.5854 4.2448
20 H 0.9313 -1.2764 4.4257
21 H 0.9825 -2.0230 2.8453
22 H 0.2521 0.7365 3.4297
23 H 1.5026 0.2235 2.5502
24 H -0.2578 -3.2926 1.8861
25 H -1.7925 -3.9779 2.3954
26 H -1.3159 -4.3567 0.0311
27 H -2.7769 -3.4266 0.1925
28 H -0.1521 -2.5103 -0.6919
29 H -1.5781 -2.2717 -1.3919
30 N -0.7104 2.9502 1.9817
31 N -1.2854 3.9296 1.1652
32 C -1.8070 3.5971 -0.0289
33 N -2.2714 4.5523 -0.8128
34 N -1.7873 2.2854 -0.2919
35 N -2.1332 1.8231 -1.5223
36 O -2.1130 0.5763 -1.5586
37 O -2.4014 2.5132 -2.4745
38 H -1.0991 3.0529 2.9103
39 H 0.2883 3.1183 2.0277
40 H -1.1957 4.9005 1.4160
41 H -2.2554 5.5206 -0.5349
42 H -2.5542 4.3138 -1.7498
43 C 4.5585 2.6422 -3.7782
44 C 3.3131 3.2242 -3.9666
45 C 2.2520 2.8626 -3.1480
46 C 2.4103 1.9005 -2.1499
47 C 3.6699 1.3299 -1.9652
48 C 4.7356 1.7014 -2.7704
49 C 1.2404 1.5379 -1.3078
50 C 0.8952 0.3411 -0.7821
51 C 1.6263 -0.9002 -1.1680
52 C 2.1157 -1.7728 -0.1908
53 C 2.7539 -2.9663 -0.5253
54 C 2.8960 -3.3156 -1.8575
55 C 2.4016 -2.4655 -2.8441
56 C 1.7741 -1.2748 -2.5066
57 H 5.3914 2.9243 -4.4105
58 H 3.1694 3.9610 -4.7473
59 H 1.2788 3.3239 -3.2947
60 H 3.8164 0.5900 -1.1861
61 H 5.7095 1.2538 -2.6133
62 H 0.6168 2.4123 -1.0965
63 H 2.0351 -1.4893 0.8584
64 H 3.1486 -3.6121 0.2518
65 H 3.3943 -4.2377 -2.1289
66 H 2.5101 -2.7338 -3.8874
67 H 1.3842 -0.6262 -3.2848

- orbital gap (eV) = 6.43
- LUMO (eV) = -6.064
- energy above the lowest of the compared OMol25 structures with the same formula, charge and spin (eV) = 0.636
- charge = +2



Below is a cluster of 5 separate species, H10O5 in total, with properties calculated with ωB97M-V/def2-TZVPD.

Cartesian coordinates (Å):
1 H -0.0197 -0.6855 -0.8304
2 H 1.3436 -0.6902 -1.5022
3 H -2.4122 1.6361 1.5875
4 H -2.7704 2.6074 2.7003
5 H -0.4820 1.4378 -3.0720
6 H -1.3779 1.2068 -4.2779
7 H 0.4786 -4.2084 0.4221
8 H 1.3771 -4.1022 -0.7992
9 H 1.2298 0.5115 2.7493
10 H 1.8785 0.9099 1.4338
11 O 0.9187 -0.5651 -0.6462
12 O -2.9636 2.4033 1.7784
13 O -1.3129 1.7245 -3.4675
14 O 1.4030 -4.2516 0.1527
15 O 2.0492 0.8610 2.3812

- SMILES string = O.O.O.O.O
- orbital gap (eV) = 11.18
- LUMO (eV) = -0.120
- energy above the lowest of the compared OMol25 structures with the same formula, charge and spin (eV) = 1.506